DFT (ωB97M-V with the def2-TZVPD basis set) results for a 2-piece molecular cluster, C4H11N3 overall.

The geometry in XYZ format:
```
18
C4H11N3 | the Open Molecules 2025 dataset | ωB97M-V with the def2-TZVPD basis set
C 0.8043 -1.7555 -0.5717
C 0.3700 1.4292 1.0625
C -0.5965 2.2175 0.0979
C -0.5210 0.2133 0.8915
N 0.8265 -2.7868 0.1930
N 0.9523 -1.7460 -1.8696
N -1.4534 0.9580 -0.0016
H 1.4470 1.2727 0.5441
H 0.4390 1.6871 2.1337
H -0.8805 3.1889 0.6027
H -0.3914 2.4898 -0.9732
H -0.6147 -0.5441 1.6727
H 0.7567 -2.6718 1.1891
H 1.0369 -3.6884 -0.3194
H 1.3898 -0.9994 -2.3542
H 0.7941 -2.5790 -2.3902
H -2.3219 0.9908 0.4315
H -1.5493 0.4455 -0.9543
```

* E: -8774.405 eV
* energy above the lowest of the compared OMol25 structures with the same formula, charge and spin: 108.8 kcal/mol
* spin multiplicity: 1
* lowest unoccupied orbital energy (spin up / spin down): -0.3399 / -0.3782 hartree
* net charge: +2
* HOMO-LUMO gap (spin up / spin down): 9.72 / 7.58 eV

Table of Mulliken atomic charges, one value per atom, all in e: number 1, C, carries 0.540; number 2, C, carries -0.136; number 3, C, carries -0.484; number 4, C, carries -0.545; number 5, N, carries -0.318; number 6, N, carries -0.332; number 7, N, carries -0.086; number 8, H, carries 0.224; number 9, H, carries 0.345; number 10, H, carries 0.290; number 11, H, carries 0.310; number 12, H, carries 0.451; number 13, H, carries 0.263; number 14, H, carries 0.268; number 15, H, carries 0.267; number 16, H, carries 0.224; number 17, H, carries 0.318; number 18, H, carries 0.400